# 1
The following is a DFT calculation (wB97M-V/def2-TZVPD) of the molecule C7H12NP.

```
21
C7H12NP wB97M-V/def2-TZVPD
C 1.5886 -0.4181 2.8550
C 1.6737 -0.0937 1.6042
C 0.8386 1.1761 -0.3686
C -0.6072 1.1496 0.1361
C 1.7633 0.2286 0.3512
C -0.8752 -2.1998 0.2829
C -1.5384 0.4054 -2.4875
N -1.0995 -1.4845 -0.7256
P -1.8667 0.0328 -0.7039
H 1.0358 -1.2817 3.1892
H 0.8823 0.9662 -1.4382
H 1.2242 2.1948 -0.2279
H -0.6200 0.8996 1.2009
H -1.0531 2.1419 0.0328
H 2.5750 -0.1784 -0.2374
H -1.0924 -1.9330 1.3192
H 2.0844 0.1558 3.6229
H -0.4295 -3.1759 0.1286
H -2.3001 -0.1005 -3.0781
H -0.5623 0.0376 -2.7948
H -1.6216 1.4770 -2.6610
```

Output
2S+1 = 3
expectation value of S² = 2.01
energy above the lowest of the compared OMol25 structures with the same formula, charge and spin = 0.0325 eV

***

# 2
The following is a DFT calculation (wB97M-V/def2-TZVPD) of a 2-piece molecular cluster, C7H13N3 overall.

```
23
C7H13N3 wB97M-V/def2-TZVPD
C -1.4237 0.3974 -0.2923
C -2.5669 0.1268 0.1341
C 1.8409 0.0891 -0.0302
C 3.0628 -1.8473 0.5795
C 2.5682 2.4539 -0.0824
C -4.8479 -0.4237 -0.1926
C 1.7817 -1.3218 -0.1016
N -0.2870 0.7490 -0.6004
N 2.2598 1.1639 -0.0689
N -3.7072 -0.2212 0.5827
H 3.7562 -1.2934 0.0047
H 3.0364 -2.9346 0.4753
H 3.3742 -1.6123 1.5112
H 3.4354 2.7569 -0.6560
H 2.9478 2.6895 0.9990
H 1.6565 3.1029 -0.3963
H -5.6073 0.1461 0.3462
H -4.6897 -0.0192 -1.2281
H -5.2470 -1.4341 -0.1186
H 0.8122 -1.6565 0.2908
H 1.8806 -1.6658 -1.1740
H -0.3463 1.3228 -1.5055
H -3.6895 -0.5682 1.5232
```

Output
2S+1 = 1
charge = +2
energy above the lowest of the compared OMol25 structures with the same formula, charge and spin = 5.4319 eV

***

# 3
The following is a DFT calculation (wB97M-V/def2-TZVPD) of a 2-piece molecular cluster, C20H15N6O3 overall.

```
44
C20H15N6O3 wB97M-V/def2-TZVPD
C -4.5061 -0.5054 -1.5828
C -3.8700 -1.6911 -1.9005
C -2.4971 -1.7604 -1.9197
C -1.7247 -0.6361 -1.6049
C -0.2757 -0.6235 -1.5889
N 0.2765 0.6029 -1.5622
C 1.5035 0.9464 -1.2600
C 1.8718 2.2431 -1.2207
N 2.1318 3.3913 -1.1662
C 0.5241 -1.8392 -1.5354
C 0.0545 -2.9829 -0.8742
C 0.8190 -4.1218 -0.7852
C 2.0821 -4.1578 -1.3436
C 2.5684 -3.0455 -2.0038
C 1.8027 -1.9073 -2.1062
C -2.3920 0.5605 -1.3187
C -3.7628 0.6243 -1.3011
H -5.5818 -0.4572 -1.5515
H -4.4560 -2.5624 -2.1395
H -2.0102 -2.6713 -2.2166
H 2.1745 0.1995 -0.8761
H -0.9053 -2.9524 -0.3899
H 0.4456 -4.9851 -0.2571
H 2.6880 -5.0470 -1.2622
H 3.5575 -3.0699 -2.4313
H 2.1771 -1.0580 -2.6483
H -1.8000 1.4364 -1.1151
H -4.2534 1.5548 -1.0652
C 0.7507 4.8106 0.9905
O -0.0840 4.3494 2.0063
C 0.3281 3.1025 2.4674
N -0.3651 2.5775 3.4608
C 0.0466 1.3491 3.8417
N -0.4808 0.5301 4.7777
O 0.1841 -0.6193 4.8100
N 1.1406 -0.5029 3.8596
O 1.9786 -1.4041 3.5609
C 1.1087 0.7225 3.2260
C 1.7919 1.3751 2.2203
N 1.4094 2.5597 1.8388
H 0.3607 5.7581 0.6089
H 1.7555 4.9479 1.3945
H 0.7869 4.0447 0.2119
H 2.6461 0.9143 1.7516
```

Output
2S+1 = 1
charge = -1
energy above the lowest of the compared OMol25 structures with the same formula, charge and spin = 0.4997 eV

***

# 4
The following is a DFT calculation (wB97M-V/def2-TZVPD) of C28H28N3Si2Sn as an isolated structure.

```
62
C28H28N3Si2Sn wB97M-V/def2-TZVPD
Sn 0.0583 0.9088 -0.5346
C 3.5720 -2.2605 -2.8071
C 2.8898 -1.8343 -1.6441
N 1.5979 -1.6298 -1.6003
C 0.8505 -1.8358 -2.7267
C 1.4494 -2.2683 -3.9443
C 2.8514 -2.4707 -3.9415
C 0.6671 -2.4832 -5.1036
C -0.6772 -2.2492 -5.0323
C -1.2947 -1.8368 -3.8365
C -0.5910 -1.6432 -2.6455
N -1.1785 -1.2109 -1.4763
C -2.4427 -1.6567 -1.1578
C -2.9217 -2.9347 -1.4743
C -4.2268 -3.3637 -1.1681
C -5.1173 -2.5562 -0.5166
C -4.6779 -1.2748 -0.1094
C -5.5194 -0.3809 0.5916
C -5.0677 0.8538 0.9425
C -3.7431 1.2057 0.6079
N -2.9233 0.4016 -0.0170
C -3.3587 -0.8300 -0.3971
H 4.6459 -2.4057 -2.7805
H 3.4474 -1.6548 -0.7222
H 3.3332 -2.7964 -4.8584
H 1.1389 -2.8313 -6.0168
H -1.2893 -2.3787 -5.9177
H -2.3569 -1.6441 -3.8366
H -2.2517 -3.6145 -1.9803
H -4.5300 -4.3621 -1.4637
H -6.1359 -2.8701 -0.3170
H -6.5293 -0.6974 0.8371
H -5.6918 1.5567 1.4839
H -3.3562 2.1867 0.8779
C -1.2787 1.3523 3.2927
Si -0.3215 2.1540 1.8537
C -1.0308 3.9246 1.6924
C 1.3886 2.4692 2.6292
C 1.5332 3.3743 3.7006
C 2.7712 3.6105 4.2863
C 3.9021 2.9413 3.8085
C 3.7774 2.0406 2.7579
C 2.5305 1.7864 2.1520
Si 2.3904 0.4998 0.7490
C 3.0907 -1.0833 1.5572
C 3.7312 1.0798 -0.4679
H -1.6843 2.1185 3.9735
H -0.6021 0.7050 3.8683
H -2.1152 0.7292 2.9456
H -1.5204 4.2414 2.6259
H -1.7621 4.0254 0.8763
H -0.2152 4.6274 1.4793
H 0.6574 3.9035 4.0850
H 2.8603 4.3114 5.1112
H 4.8734 3.1229 4.2593
H 4.6700 1.5200 2.3998
H 4.1657 -1.1880 1.3449
H 2.5858 -2.0017 1.2139
H 2.9585 -1.0255 2.6448
H 4.7371 0.8349 -0.0908
H 3.6715 2.1688 -0.6012
H 3.6147 0.6188 -1.4620
```

Output
2S+1 = 1
charge = -1
energy above the lowest of the compared OMol25 structures with the same formula, charge and spin = 0.0000 eV

***

# 5
The following is a DFT calculation (wB97M-V/def2-TZVPD) of a 10-piece molecular cluster, C38H49Cl2F27O18 overall.

```
134
C38H49Cl2F27O18 wB97M-V/def2-TZVPD
C -0.9389 3.8582 4.2990
C -1.8185 2.7171 4.8077
O -3.0956 3.2437 5.1568
C -3.9588 2.4075 5.7124
O -3.7985 1.2331 5.8261
C -5.3060 3.0620 6.0633
F -6.2723 2.4774 5.3654
F -5.5283 2.8519 7.3588
F -5.3199 4.3655 5.8327
H 0.0080 3.4646 3.9362
H -0.6993 4.4548 5.1814
H -1.4776 4.4548 3.5668
H -1.3638 2.3394 5.7261
H -1.8481 1.9167 4.0701
C 5.9395 -0.4518 -4.4848
C 4.5100 0.0604 -4.4540
O 4.4594 1.4349 -4.1248
C 4.2454 1.8210 -2.8770
O 3.7434 1.1232 -2.0463
C 4.8395 3.2088 -2.5528
F 5.6363 3.6618 -3.5192
F 3.8507 4.0687 -2.2600
F 5.5930 3.1069 -1.4364
H 6.3740 -0.3597 -3.4900
H 6.4820 0.1488 -5.2154
H 5.9432 -1.4898 -4.8136
H 3.9024 -0.5291 -3.7618
H 4.0378 -0.0695 -5.4289
C -3.0006 -0.4473 1.2154
C -4.4168 -0.9260 0.9253
O -5.2612 -0.6723 2.0359
C -6.1935 -1.5923 2.2960
O -6.5108 -2.4758 1.5711
C -6.8532 -1.3424 3.6679
F -8.1535 -1.1468 3.4685
F -6.7099 -2.4103 4.4499
F -6.3410 -0.3033 4.3001
H -2.3846 -0.5728 0.3264
H -2.5287 -1.0165 2.0177
H -3.0678 0.5908 1.5453
H -4.3322 -1.9927 0.6977
H -4.7856 -0.5085 -0.0127
C -0.1616 -1.6563 -4.0746
C 0.8372 -1.2040 -5.0812
O 1.1017 0.2221 -4.9152
C 0.2245 1.0897 -5.3924
O -0.6613 0.8155 -6.1433
C 0.5277 2.5252 -4.9486
F -0.3553 2.8963 -4.0455
F 1.7632 2.6285 -4.4994
F 0.4059 3.3614 -5.9732
H 0.1717 -1.4943 -3.0469
H -0.3886 -2.7226 -4.1456
H -1.1315 -1.1607 -4.1386
H 0.5241 -1.3226 -6.1195
H 1.8489 -1.5947 -5.0032
C -3.7185 -5.9744 1.8558
C -2.4033 -6.3691 2.5227
O -1.7587 -5.1669 2.9333
C -0.5551 -4.8012 2.5009
O -0.0904 -5.2018 1.4766
C 0.1205 -3.7604 3.4380
F -0.3275 -3.8309 4.6750
F 1.4319 -3.9431 3.3893
F -0.1739 -2.5640 2.9206
H -4.2202 -6.8354 1.4099
H -3.5837 -5.3185 0.9922
H -4.3758 -5.4499 2.5470
H -1.8031 -6.9592 1.8320
H -2.6277 -6.9379 3.4227
C 0.5612 -1.6039 -0.3016
C 1.7770 -0.6905 -0.3642
O 1.4956 0.6379 0.0807
C 0.6946 1.4278 -0.6179
O 0.3229 1.2295 -1.7323
C 0.3582 2.7330 0.1517
F 0.8320 3.7585 -0.5463
F -0.9698 2.7739 0.3327
F 0.9098 2.7749 1.3653
H -0.1433 -1.4214 -1.1128
H 0.0277 -1.3894 0.6257
H 0.8470 -2.6536 -0.2294
H 2.3055 -0.6508 -1.3189
H 2.5330 -1.0090 0.3561
C 5.2430 -0.3476 0.9159
C 6.0973 0.8723 1.1683
O 5.2353 1.9954 1.3755
C 5.8458 3.1656 1.6112
O 7.0007 3.3681 1.4599
C 4.7936 4.2475 1.9695
F 3.7114 3.6957 2.5047
F 5.3050 5.0721 2.8579
F 4.4515 4.8849 0.8620
H 4.6281 -0.3604 0.0159
H 4.6068 -0.6026 1.7673
H 5.8735 -1.2340 0.7936
H 6.6543 1.0250 0.2409
H 6.7849 0.7318 1.9992
C 0.7624 -5.6388 -2.2553
C 1.5248 -4.5928 -3.0593
O 2.8806 -4.6715 -2.5787
C 3.6662 -3.6279 -2.6597
O 3.3300 -2.5037 -2.8865
C 5.1463 -3.9798 -2.5144
F 5.3341 -5.2430 -2.1155
F 5.8060 -3.8230 -3.6594
F 5.7176 -3.1805 -1.6025
H 0.8950 -5.5182 -1.1814
H 1.1420 -6.6210 -2.5397
H -0.3084 -5.5780 -2.4491
H 1.0820 -3.6249 -2.8216
H 1.4362 -4.7345 -4.1342
C -7.5054 5.0742 -1.5952
C -7.2125 3.6092 -1.8948
O -5.8755 3.2438 -1.6005
C -4.8984 3.6748 -2.4070
O -5.0216 4.5868 -3.1664
C -3.5904 2.9336 -2.2647
F -2.6615 3.7682 -1.7960
F -3.7153 1.9348 -1.3803
F -3.1421 2.5051 -3.4288
H -7.0412 5.4340 -0.6763
H -8.5581 5.3510 -1.6847
H -7.1101 5.8030 -2.3136
H -7.6037 3.3417 -2.8755
H -7.8282 3.0996 -1.1538
Cl 0.1947 0.4478 2.8187
C 1.6412 -0.1032 3.6825
C 2.6963 0.9967 3.5877
Cl 4.1747 0.4193 4.4273
H 2.0288 -1.0238 3.2467
H 1.3185 -0.3628 4.6875
H 2.3312 1.8755 4.1138
H 2.9607 1.2619 2.5688
```

Output
2S+1 = 1
SMILES = CCOC(=O)C(F)(F)F.CCOC(=O)C(F)(F)F.CCOC(=O)C(F)(F)F.CCOC(=O)C(F)(F)F.CCOC(=O)C(F)(F)F.CCOC(=O)C(F)(F)F.CCOC(=O)C(F)(F)F.CCOC(=O)C(F)(F)F.CCOC(=O)C(F)(F)F.ClCCCl
energy above the lowest of the compared OMol25 structures with the same formula, charge and spin = 0.6179 eV

***

no.,F_max (eV Å⁻¹)
1,6.09
2,5.74
3,5.51
4,0.50
5,2.46